## a
Formula: C4H8ClNO
Source: the OMol25 dataset
Level of theory: ωB97M-V/def2-TZVPD

For the frontier orbital gap (alpha / beta), the calculation gives 7.55 / 8.25 eV. The HOMO energy (alpha / beta) comes out at -7.665 / -8.823 eV.

ORCA input file:
```
! RIJCOSX wB97M-V def2-TZVPD def2/J DEFGRID3
* xyz 0 1
C -1.29094 -0.17600 -0.77122
C 0.90111 1.02783 -0.47156
C -0.19083 -0.18559 1.53218
C -0.08083 0.12828 0.11017
N 1.10242 -2.00379 -0.43962
O 1.97345 -1.57449 -1.09473
Cl -1.43174 0.94547 2.34204
H -1.25203 -1.34503 -1.12003
H -2.23837 0.05235 -0.26231
H -1.25304 0.50496 -1.69526
H 1.71958 1.09207 0.20994
H 0.44237 1.95499 -0.53216
H 1.34727 0.72256 -1.47927
H 0.71102 0.01262 2.03026
H -0.45943 -1.15625 1.64157
*
```

=====

## b
Formula: C4H8ClNO
Source: the OMol25 dataset
Level of theory: ωB97M-V/def2-TZVPD

For the frontier orbital gap, the calculation gives 9.72 eV. The HOMO energy comes out at -9.107 eV.

ORCA input file:
```
! RIJCOSX wB97M-V def2-TZVPD def2/J DEFGRID3
* xyz 0 1
C 0.67379 -0.14016 -1.04629
C -0.19745 0.91112 -0.23070
C 2.08690 0.31476 0.84019
C -1.20228 0.07543 0.51329
N 1.47653 -0.67992 0.08614
O 0.61588 1.65831 0.42841
Cl 3.56189 0.88712 0.22104
H 0.15270 -0.90301 -1.68095
H 1.47594 0.45902 -1.69112
H -0.72050 1.41869 -1.01736
H 2.10494 0.16856 2.00962
H -2.14522 0.58087 0.59648
H -0.94298 0.22417 1.62415
H -1.24657 -1.00195 0.18698
H 0.83891 -1.36078 0.62924
*
```

=====

The data favor b; the next most stable structure lies 0.0450 hartree above it.

=====

## a
Formula: C6H5N3O
Source: the OMol25 dataset
Level of theory: ωB97M-V/def2-TZVPD

For the frontier orbital gap, the calculation gives 9.80 eV. The HOMO energy comes out at -9.042 eV. The SMILES is O=c1[nH]ncn2cccc12.

ORCA input file:
```
! RIJCOSX wB97M-V def2-TZVPD def2/J DEFGRID3
* xyz 0 1
C 1.22896 0.28762 1.25153
C 0.81309 0.55885 -1.47943
C -1.43821 -0.53361 -1.05813
C -2.03913 -0.95208 0.08862
C -1.15348 -0.73058 1.19707
C 0.00660 -0.22592 0.65016
H 2.94703 1.30698 0.60931
H 0.66150 0.57932 -2.56367
H -1.82528 -0.27812 -2.09646
H -3.04199 -1.35753 0.12705
H -1.36957 -0.86507 2.25803
N 2.03246 1.01192 0.33725
N 1.88059 1.06953 -1.05241
N -0.16339 -0.08736 -0.71517
O 1.46083 0.21606 2.44627
*
```

=====

## b
Formula: C6H5N3O
Source: the OMol25 dataset
Level of theory: ωB97M-V/def2-TZVPD

For the frontier orbital gap, the calculation gives 9.06 eV. The HOMO energy comes out at -8.499 eV.

ORCA input file:
```
! RIJCOSX wB97M-V def2-TZVPD def2/J DEFGRID3
* xyz 0 1
C 2.66373 0.17177 0.00139
C 1.99866 -1.05963 -0.20568
C 1.69102 1.09680 -0.02530
C -3.26589 -0.35120 0.60141
C -0.70102 0.93197 -0.19886
C -2.02402 -0.72482 -0.00157
N 0.73200 -0.90599 -0.26532
N -3.36688 -0.40773 -0.65480
N 0.54527 0.41567 -0.15487
O -1.19378 2.02274 -0.12884
H 3.76376 0.08294 0.02742
H 2.65249 -1.88274 -0.34912
H 1.66850 2.10752 0.18356
H -3.72723 0.07994 1.47916
H -1.43659 -1.57725 -0.30858
*
```

=====

The data favor a; the next most stable structure lies 0.1753 hartree above it.

=====

## a
Formula: C27H28CoN6O8P
Source: the OMol25 dataset
Level of theory: ωB97M-V/def2-TZVPD

For the frontier orbital gap (alpha / beta), the calculation gives 6.80 / 7.00 eV. The HOMO energy (alpha / beta) comes out at -4.562 / -4.764 eV. The expectation value of S² is 0.754.

ORCA input file:
```
! RIJCOSX wB97M-V def2-TZVPD def2/J DEFGRID3
* xyz -1 2
Co 0.19755 -1.02767 -0.24375
C -2.64452 3.71442 -0.31687
N -1.53734 2.86201 -0.62279
C -0.25700 3.23861 -0.88504
C 0.45696 2.08476 -1.03945
N -0.36100 1.02029 -0.88013
C -1.54966 1.50671 -0.59743
P -3.08902 0.56107 -0.37330
C -2.52442 -0.60024 0.91057
N -1.45996 -1.37453 0.84485
C -1.41999 -2.09454 1.98699
C -2.50562 -1.77415 2.75248
N -3.21280 -0.83695 2.05781
C -4.43106 -0.19379 2.44990
C -2.75408 -0.56461 -1.76112
N -1.56749 -1.05037 -2.05532
C -1.74754 -1.89581 -3.09105
C -3.06861 -1.92256 -3.44240
N -3.71068 -1.06711 -2.59312
C -5.09905 -0.71201 -2.59462
H -2.30952 4.74894 -0.31538
H -3.43634 3.60379 -1.06312
H -3.03581 3.45287 0.66639
H 0.03082 4.26965 -0.93893
H 1.50330 1.95977 -1.22872
H -0.60306 -2.76607 2.16342
H -2.83375 -2.12852 3.70972
H -4.77496 -0.61247 3.39371
H -4.27267 0.87880 2.57572
H -5.19586 -0.35529 1.68412
H -0.93507 -2.45587 -3.50532
H -3.59099 -2.46169 -4.20619
H -5.59206 -1.18290 -3.44391
H -5.58646 -1.03295 -1.66926
H -5.20467 0.37241 -2.68612
O 3.14804 -3.69516 1.17018
C 2.53372 -2.82159 0.56273
O 1.50187 -2.22572 0.95709
C 3.15718 -2.36563 -0.80932
C 3.16930 -0.83442 -0.91956
C 4.17979 -0.40474 -2.00175
C 3.42353 -0.80124 -3.28301
C 2.11625 -1.35560 -2.68757
O 1.92887 -0.53462 -1.54707
C 2.37921 -2.74768 -2.09000
C 0.99181 -3.46314 -1.95158
O 0.80274 -4.42002 -2.70456
O 0.14197 -2.95328 -1.18480
H 4.16792 -2.78291 -0.83064
H 3.23938 -0.30865 0.03189
H 5.13562 -0.91332 -1.89616
H 4.34789 0.67313 -1.95994
H 3.94429 -1.54894 -3.87828
H 3.22494 0.06721 -3.91149
H 1.24562 -1.29751 -3.33907
H 2.97504 -3.37932 -2.75529
O 1.61923 3.77072 1.67301
C 2.00710 2.94432 2.69703
C 3.18625 3.19565 3.38808
C 3.57607 2.38396 4.43923
C 2.76533 1.33108 4.81919
C 1.59735 1.07454 4.12220
C 1.20841 1.85037 3.03968
C 0.13328 1.29334 2.08443
O -1.02131 1.72819 2.07156
O 0.65318 0.38251 1.40767
H 2.28066 4.46589 1.57320
H 3.81402 4.02843 3.08440
H 4.50988 2.57722 4.95235
H 3.05692 0.69175 5.63911
H 0.98109 0.23118 4.39470
*
```

=====

## b
Formula: C27H28CoN6O8P
Source: the OMol25 dataset
Level of theory: ωB97M-V/def2-TZVPD

For the frontier orbital gap (alpha / beta), the calculation gives 6.97 / 7.28 eV. The HOMO energy (alpha / beta) comes out at -4.904 / -5.209 eV. The expectation value of S² is 0.759.

ORCA input file:
```
! RIJCOSX wB97M-V def2-TZVPD def2/J DEFGRID3
* xyz -1 2
Co 0.60949 1.01006 -0.00342
C 1.84962 -4.29259 0.68046
N 1.90357 -2.92295 0.22428
C 2.95940 -2.35402 -0.43260
C 2.60879 -1.06622 -0.69484
N 1.34729 -0.84267 -0.21725
C 0.94594 -1.96366 0.35345
P -0.64690 -2.30401 1.15101
C -1.69245 -1.22160 0.16568
N -1.53992 0.07878 0.02399
C -2.60274 0.50721 -0.70998
C -3.39229 -0.55701 -1.04129
N -2.80829 -1.65868 -0.48508
C -3.25769 -3.02228 -0.63972
C -0.58219 -1.32752 2.69070
N -0.99933 -0.09894 2.88837
C -0.78190 0.16565 4.20395
C -0.22880 -0.91961 4.81942
N -0.11177 -1.87948 3.85414
C 0.44982 -3.19191 4.05292
H 2.67660 -4.83401 0.22615
H 1.94933 -4.35642 1.76317
H 0.91208 -4.75907 0.37977
H 3.85656 -2.90623 -0.64538
H 3.14435 -0.26735 -1.17837
H -2.70983 1.53905 -0.99267
H -4.27349 -0.63026 -1.65335
H -4.08786 -3.02749 -1.34191
H -2.45758 -3.63761 -1.04943
H -3.58713 -3.43780 0.31363
H -1.02604 1.12097 4.63510
H 0.10600 -1.08926 5.82753
H 0.56677 -3.35828 5.12173
H -0.20924 -3.95801 3.64264
H 1.43054 -3.27148 3.58477
O 3.48581 1.75654 2.62825
C 2.44073 1.88034 2.00010
O 1.65970 0.91789 1.68094
C 1.92703 3.29994 1.66925
C 0.40033 3.32014 1.80325
C -0.16115 4.74359 1.81229
C -0.02872 5.14567 0.32479
C 0.63792 3.90588 -0.26813
O -0.01137 2.85071 0.49855
C 2.10182 3.80347 0.19923
C 2.90877 2.87688 -0.74643
O 3.92998 3.31496 -1.27174
O 2.39553 1.72312 -0.92624
H 2.41075 3.98511 2.36588
H 0.00171 2.64662 2.55633
H -1.20375 4.74561 2.13104
H 0.40592 5.38629 2.48591
H -1.00492 5.31354 -0.13065
H 0.58264 6.03416 0.17162
H 0.46693 3.71925 -1.32269
H 2.57940 4.78408 0.18674
O -2.70744 0.45966 -4.95088
C -1.86803 -0.45250 -4.44421
C -2.02170 -1.79204 -4.80901
C -1.16020 -2.75436 -4.31268
C -0.12694 -2.40114 -3.45303
C 0.00505 -1.07395 -3.07228
C -0.85933 -0.09307 -3.52917
C -0.78649 1.32814 -3.00563
O -1.38904 2.19994 -3.69104
O -0.24492 1.56716 -1.90390
H -2.35680 1.33788 -4.57076
H -2.81740 -2.04881 -5.49754
H -1.28468 -3.78744 -4.61814
H 0.57351 -3.14575 -3.09225
H 0.79868 -0.76279 -2.41530
*
```

=====

The data favor b; the next most stable structure lies 0.0686 hartree above it.

=====

## a
Formula: C2F2INO2
Source: the OMol25 dataset
Level of theory: ωB97M-V/def2-TZVPD

For the frontier orbital gap, the calculation gives 9.56 eV. The HOMO energy comes out at -9.771 eV.

ORCA input file:
```
! RIJCOSX wB97M-V def2-TZVPD def2/J DEFGRID3
* xyz 0 1
C -1.78236 0.31761 -1.72609
C 0.53874 -0.14483 0.98838
N 1.58089 0.50790 1.14431
O -2.74719 0.90824 -1.39446
O -0.71650 -0.12383 -1.95657
F 0.40313 -1.38110 0.72948
F -0.55818 0.50092 0.93431
I 3.28147 -0.58492 1.28066
*
```

=====

## b
Formula: C2F2INO2
Source: the OMol25 dataset
Level of theory: ωB97M-V/def2-TZVPD

For the frontier orbital gap (alpha / beta), the calculation gives 6.73 / 6.74 eV. The HOMO energy (alpha / beta) comes out at -8.796 / -8.796 eV.

ORCA input file:
```
! RIJCOSX wB97M-V def2-TZVPD def2/J DEFGRID3
* xyz 0 1
C -0.43619 -0.38008 -0.07647
C -1.69249 -0.72142 0.06981
N 1.82486 2.10756 0.14192
O 0.66089 0.00516 -0.12237
O 2.75614 1.84120 0.73448
F -2.08399 -1.74351 0.83908
F -2.68117 -0.23224 -0.68199
I 4.56174 0.45539 -0.09171
*
```

=====

The data favor a; the next most stable structure lies 0.2100 hartree above it.

=====

## a
Formula: C3H4N2S2
Source: the OMol25 dataset
Level of theory: ωB97M-V/def2-TZVPD

For the frontier orbital gap, the calculation gives 8.45 eV. The HOMO energy comes out at -8.708 eV.

ORCA input file:
```
! RIJCOSX wB97M-V def2-TZVPD def2/J DEFGRID3
* xyz 0 1
C -0.65215 0.24005 1.34157
C -0.72801 0.27061 0.01972
C 1.14024 -1.24476 -1.31442
N -0.78704 1.36553 2.08312
N -0.97731 2.42511 1.47234
S -1.07223 2.50456 -0.11960
S -0.66776 -0.88095 -1.24500
H -0.43705 -0.56908 1.88447
H 1.22307 -2.25313 -1.78357
H 1.37721 -1.19089 -0.21930
H 1.58105 -0.66705 -2.11934
*
```

=====

## b
Formula: C3H4N2S2
Source: the OMol25 dataset
Level of theory: ωB97M-V/def2-TZVPD

For the frontier orbital gap, the calculation gives 9.28 eV. The HOMO energy comes out at -9.284 eV. The SMILES is N#CCS/C=N\S.

ORCA input file:
```
! RIJCOSX wB97M-V def2-TZVPD def2/J DEFGRID3
* xyz 0 1
C -0.09470 0.85919 0.43553
C 0.21224 -1.47194 1.45765
C 1.73995 -1.79406 1.40933
H -2.08392 0.47565 -1.38947
H 0.35920 1.11632 1.63517
H -0.01270 -0.56081 2.36022
H -0.27019 -2.47676 1.56409
N -0.71974 1.82228 -0.17163
N 2.95682 -1.71160 1.22435
S -1.27579 1.77559 -1.87038
S -0.27402 -0.83110 -0.08925
*
```

=====

The data favor a; the next most stable structure lies 0.0379 hartree above it.